No. 1
{
  "formula": "C22H34Cl4O15",
  "method": "ωB97M-V/def2-TZVPD",
  "elements": ["C", "C", "C", "O", "C", "O", "O", "H", "H", "H", "H", "H", "H", "C", "C", "C", "O", "C", "O", "O", "H", "H", "H", "H", "H", "H", "C", "C", "C", "O", "C", "O", "O", "H", "H", "H", "H", "H", "H", "C", "C", "C", "O", "C", "O", "O", "H", "H", "H", "H", "H", "H", "C", "C", "C", "O", "C", "O", "O", "H", "H", "H", "H", "H", "H", "C", "Cl", "Cl", "H", "H", "C", "Cl", "Cl", "H", "H"],
  "coordinates": [[0.804995, -4.676203, 1.402832], [2.246511, -4.567738, 1.842074], [2.929462, -3.271487, 1.333209], [3.422668, -2.651686, 2.490887], [3.025084, -3.320512, 3.596778], [3.275089, -2.969493, 4.700176], [2.313893, -4.412943, 3.266115], [0.304179, -5.558906, 1.796610], [0.760315, -4.704575, 0.311869], [0.276031, -3.794398, 1.767705], [2.797405, -5.471758, 1.582634], [2.170326, -2.663388, 0.830667], [3.687493, -3.483605, 0.580191], [-3.436763, 2.372756, 3.584497], [-2.494372, 3.059063, 4.545729], [-1.523495, 2.170779, 5.327164], [-0.252306, 2.776388, 5.090809], [-0.364610, 3.809272, 4.230764], [0.540267, 4.460358, 3.832486], [-1.650037, 3.974386, 3.851508], [-4.136379, 1.717234, 4.100115], [-2.844652, 1.774598, 2.887955], [-3.975520, 3.122101, 3.006047], [-3.108966, 3.655417, 5.228879], [-1.512371, 1.134083, 4.990556], [-1.738151, 2.209965, 6.393186], [-0.795600, 5.550178, 0.821006], [0.520040, 4.825974, 0.568615], [0.388647, 3.717853, -0.490875], [1.531427, 3.894553, -1.310662], [2.073725, 5.113871, -1.079099], [2.896870, 5.611796, -1.767587], [1.527547, 5.666935, 0.019737], [-1.576333, 4.791969, 0.900811], [-0.995148, 6.209827, -0.022711], [-0.757004, 6.082749, 1.768679], [0.872109, 4.391522, 1.506421], [-0.545553, 3.735179, -1.063659], [0.389132, 2.723612, -0.039418], [-1.596237, -3.894788, -2.534772], [-0.897514, -2.746022, -3.235877], [0.427044, -2.317048, -2.607701], [1.383909, -2.465689, -3.669618], [0.813816, -3.082161, -4.721019], [1.392107, -3.465369, -5.682786], [-0.524242, -3.177892, -4.550419], [-1.959028, -3.679234, -1.537484], [-0.898857, -4.743465, -2.517364], [-2.363183, -4.284216, -3.208574], [-1.549042, -1.873356, -3.319566], [0.745645, -2.873129, -1.722558], [0.491103, -1.276767, -2.279768], [3.171531, 0.221417, -4.299466], [1.960586, 0.983764, -4.811518], [1.027905, 0.188156, -5.746754], [-0.235927, 0.183697, -5.093318], [-0.141301, 0.827420, -3.915487], [-1.015539, 0.905811, -3.104943], [1.069005, 1.370367, -3.751057], [2.963221, -0.435190, -3.454984], [3.914331, 0.930440, -3.930358], [3.598876, -0.351736, -5.122174], [2.341997, 1.910290, -5.241551], [1.376049, -0.829823, -5.918306], [0.988748, 0.686290, -6.715998], [-3.478144, -2.749872, 3.775478], [-1.755761, -3.067108, 3.902438], [-3.834508, -1.373364, 2.708480], [-3.926164, -3.646477, 3.364534], [-3.896388, -2.516709, 4.746425], [-1.450008, -0.006589, 0.269924], [-0.922445, -1.704593, 0.316076], [-0.678354, 0.974661, 1.529955], [-1.064571, 0.351132, -0.677972], [-2.524616, 0.021426, 0.375381]],
  "forces_ev_per_a": [[0.00, 0.16, 0.12], [0.01, 0.14, -0.04], [-0.92, -0.89, -0.78], [0.32, 0.23, -0.12], [0.07, 0.16, 0.04], [-0.04, -0.06, 0.19], [-0.06, -0.15, 0.02], [0.12, -0.07, 0.02], [-0.05, 0.01, -0.01], [-0.10, -0.03, -0.12], [0.14, 0.05, 0.01], [0.09, 0.33, 0.29], [0.40, 0.11, 0.36], [0.61, -0.14, -0.42], [-1.02, 0.22, 0.38], [-0.12, 0.22, 0.00], [0.13, -0.04, 0.07], [-0.39, -0.46, 0.00], [0.34, 0.27, -0.06], [0.23, 0.00, -0.13], [-0.03, 0.07, 0.09], [-0.17, -0.06, 0.02], [-0.14, -0.02, 0.09], [0.21, 0.01, 0.09], [0.09, 0.03, -0.11], [0.11, -0.11, 0.03], [0.62, -0.21, -0.02], [-0.77, -0.82, 0.11], [-0.27, -0.48, 0.50], [-0.07, -0.06, -0.30], [-0.53, -0.32, 0.15], [0.47, 0.23, -0.12], [0.13, 0.47, -0.04], [-0.09, 0.06, -0.02], [-0.19, 0.08, 0.09], [-0.05, 0.22, -0.13], [0.22, 0.22, -0.09], [0.22, 0.52, -0.27], [0.42, 0.17, -0.06], [0.57, -0.86, -1.03], [-0.38, 0.31, 0.61], [0.72, 0.64, 0.20], [0.09, -0.32, 0.29], [-0.61, 0.02, 0.07], [0.26, 0.06, -0.25], [0.27, -0.03, 0.11], [-0.12, 0.16, -0.01], [0.11, 0.19, 0.42], [-0.42, 0.37, 0.33], [-0.04, -0.10, -0.21], [-0.07, -0.49, -0.33], [-0.39, 0.03, -0.24], [0.11, 0.32, 0.39], [0.21, -0.17, 0.18], [0.88, 0.34, -0.41], [-0.14, -0.07, 0.10], [0.36, 0.19, -0.02], [-0.29, -0.16, 0.07], [0.09, -0.14, 0.24], [-0.31, -0.18, -0.27], [0.05, -0.01, -0.15], [0.08, -0.06, 0.08], [-0.36, -0.02, -0.27], [-0.12, -0.04, 0.19], [-0.49, -0.05, 0.03], [-0.12, -0.10, -0.16], [0.20, 0.08, 0.16], [-0.04, -0.06, 0.03], [-0.17, 0.13, -0.08], [0.13, -0.01, 0.07], [0.74, -0.08, -0.26], [-0.13, -0.03, 0.32], [-0.13, -0.28, 0.13], [-0.45, 0.29, -0.11], [-0.05, 0.09, -0.02]],
  "mulliken_charge": [-0.97, 0.44, -0.05, -0.35, 0.59, -0.52, -0.38, 0.40, 0.28, -0.04, 0.28, 0.03, 0.31, -0.87, 0.39, -0.36, -0.37, 0.67, -0.53, -0.31, 0.39, -0.12, 0.36, 0.23, 0.23, 0.31, -1.44, 0.87, 0.16, -0.32, 0.56, -0.56, -0.41, 0.30, 0.42, 0.29, 0.12, 0.20, -0.25, -1.48, 0.78, 0.12, -0.38, 0.54, -0.56, -0.39, 0.32, 0.39, 0.36, 0.28, -0.01, -0.01, -1.28, 0.42, -0.31, -0.35, 0.52, -0.56, -0.24, 0.21, 0.42, 0.35, 0.34, 0.15, 0.34, -0.43, -0.10, -0.12, 0.32, 0.33, 0.20, -0.02, -0.12, -0.35, 0.31],
  "smiles": "C[C@H]1COC(=O)O1.C[C@H]1COC(=O)O1.C[C@H]1COC(=O)O1.C[C@H]1COC(=O)O1.C[C@H]1COC(=O)O1.ClCCl.ClCCl",
  "e_lumo_ev": 0.1,
  "charge": 0,
  "homo_ev": -10.5160
}

---

No. 2
{
  "formula": "C22H34MnN2O4P2S",
  "method": "ωB97M-V/def2-TZVPD",
  "elements": ["Mn", "P", "P", "N", "H", "C", "H", "H", "H", "C", "H", "H", "H", "C", "H", "H", "H", "C", "H", "H", "H", "C", "H", "H", "H", "C", "H", "H", "H", "C", "C", "C", "C", "C", "C", "H", "H", "H", "H", "H", "C", "O", "C", "H", "H", "H", "C", "H", "H", "H", "O", "C", "N", "S", "O", "O", "C", "C", "C", "C", "C", "C", "H", "H", "H", "H"],
  "coordinates": [[0.094196, -0.420381, -0.356335], [2.634404, -0.572228, -0.676891], [-2.524350, -0.554154, -0.284962], [-0.291555, -0.177829, -2.038500], [1.370535, 0.349627, -0.639214], [3.000015, -2.072813, -1.646080], [4.092544, -2.223693, -1.639614], [2.655581, -1.954363, -2.680800], [2.532571, -2.975308, -1.227779], [3.541676, -0.856058, 0.857253], [4.393984, -1.501561, 0.629764], [2.924412, -1.330540, 1.624129], [3.889888, 0.094964, 1.255753], [3.399321, 0.776584, -1.602387], [4.491993, 0.647049, -1.612319], [3.091306, 1.721443, -1.130905], [2.978983, 0.772117, -2.620488], [-3.708659, -1.789838, -0.952094], [-4.735869, -1.389982, -0.949206], [-3.646842, -2.713423, -0.364611], [-3.401282, -2.013909, -1.981878], [-3.218561, -0.304644, 1.390060], [-4.316255, -0.260194, 1.333394], [-2.822661, 0.634650, 1.797890], [-2.909326, -1.141694, 2.029566], [-3.221811, 0.923059, -1.125921], [-4.319048, 0.895750, -1.049796], [-2.922030, 0.894525, -2.181367], [-2.822772, 1.831706, -0.656619], [-0.191394, 0.672886, -3.049413], [-0.040448, 1.029264, -5.456806], [-0.073838, 0.163485, -4.377807], [-0.210837, 2.092007, -2.852418], [-0.180377, 2.943560, -3.943794], [-0.095719, 2.417838, -5.241166], [0.018029, 0.619553, -6.463574], [-0.022608, -0.919461, -4.469705], [-0.266359, 2.464370, -1.827619], [-0.233659, 4.021499, -3.771427], [-0.083569, 3.094706, -6.103886], [-0.835910, -3.978725, 0.563278], [-1.453180, -3.616365, -0.440483], [0.394349, -4.854770, 0.391110], [0.936648, -5.022332, 1.329813], [1.080875, -4.423727, -0.356919], [0.022470, -5.811480, -0.014532], [-1.172953, -3.539737, 1.967161], [-2.254621, -3.379320, 2.057596], [-0.623383, -2.622053, 2.277102], [-0.915511, -4.349927, 2.659667], [0.786636, -0.880601, 2.791728], [0.491419, 0.309523, 2.555838], [0.194029, 0.743935, 1.270942], [0.073913, 2.414890, 1.084575], [1.222486, 2.938528, 0.379502], [-1.255397, 2.770090, 0.639682], [0.211284, 2.646605, 2.796927], [0.184677, 3.893031, 3.406180], [0.362869, 3.954497, 4.787637], [0.605103, 2.772130, 5.503522], [0.664077, 1.534866, 4.862992], [0.436732, 1.464460, 3.484271], [0.032026, 4.773978, 2.789489], [0.317126, 4.918089, 5.293541], [0.753675, 2.839992, 6.578050], [0.890983, 0.615879, 5.398912]],
  "forces_ev_per_a": [[-0.64, -0.57, -1.19], [-1.32, -1.42, -0.33], [-0.18, 0.55, 0.33], [0.48, -1.23, 1.03], [-0.17, 1.49, -0.15], [0.30, -0.24, -0.31], [-0.26, 0.05, -0.12], [0.01, 0.03, 0.28], [0.05, 0.46, 0.00], [0.06, 0.24, 0.32], [0.01, 0.17, 0.03], [-0.10, 0.05, -0.22], [0.09, 0.04, 0.07], [0.11, 0.04, 0.04], [-0.34, 0.20, -0.12], [0.27, -0.21, -0.08], [0.17, -0.05, 0.28], [0.35, -0.35, -0.11], [0.43, -0.03, 0.06], [-0.08, 0.25, -0.26], [-0.16, -0.06, 0.22], [-0.11, -0.07, 0.10], [0.27, 0.04, 0.17], [-0.11, -0.23, -0.03], [-0.15, 0.27, -0.03], [0.29, 0.02, -0.03], [0.31, 0.06, 0.00], [-0.08, 0.09, 0.23], [-0.16, -0.26, -0.26], [0.41, 0.82, -1.05], [0.01, 0.30, 0.31], [-0.10, 0.48, 0.37], [-0.01, -0.59, -0.22], [0.04, -0.22, -0.18], [-0.06, 0.20, -0.43], [0.03, 0.20, 0.11], [-0.08, 0.18, -0.17], [-0.06, -0.05, -0.36], [0.07, -0.29, -0.20], [0.00, -0.27, 0.38], [0.09, 0.95, -1.43], [0.75, -0.63, 1.71], [-0.03, -0.23, -0.10], [-0.18, -0.02, -0.26], [-0.42, -0.13, 0.25], [0.33, 0.23, 0.18], [-0.49, -0.24, 0.24], [0.26, 0.19, -0.10], [-0.19, -0.54, -0.37], [0.09, 0.23, -0.01], [-0.51, 1.77, 0.17], [0.04, -0.92, -1.71], [0.33, 0.16, 1.22], [-0.28, -1.95, 0.25], [-0.50, -0.14, 0.24], [0.78, 0.08, 0.03], [0.26, 1.12, 0.93], [-0.03, -0.21, 0.09], [-0.02, -0.32, -0.20], [-0.06, 0.25, -0.11], [-0.10, -0.26, -0.37], [0.31, 0.70, 0.83], [-0.01, -0.01, 0.23], [0.06, -0.29, -0.05], [0.01, -0.11, -0.17], [-0.10, 0.21, 0.01]],
  "mulliken_charge": [0.02, 1.27, 1.16, -0.46, 0.28, -1.00, 0.47, 0.29, 0.12, -1.32, 0.46, 0.26, 0.37, -1.25, 0.44, 0.33, 0.37, -1.35, 0.47, 0.34, 0.33, -1.24, 0.45, 0.25, 0.20, -1.22, 0.50, 0.31, 0.20, -0.24, -0.55, -0.43, 0.38, -0.81, -0.38, 0.35, 0.42, 0.36, 0.38, 0.33, 0.80, -0.50, -0.99, 0.32, 0.05, 0.36, -0.79, 0.24, -0.03, 0.51, -0.83, 0.10, 0.51, 0.76, -0.62, -0.62, 0.59, -0.55, -0.67, -0.50, -0.58, -0.24, 0.49, 0.41, 0.39, 0.52],
  "s2": 4.002,
  "e_lumo_ev": [0.0, 0.0],
  "charge": 0,
  "multiplicity": 4,
  "homo_ev": [-5.9468, -6.2628]
}

---

No. 3
{
  "formula": "C22H34NOP3Yb",
  "method": "ωB97M-V/def2-TZVPD",
  "elements": ["C", "C", "C", "C", "C", "C", "C", "C", "C", "C", "C", "C", "C", "H", "H", "H", "H", "H", "H", "H", "N", "Yb", "C", "H", "H", "C", "H", "H", "P", "P", "C", "H", "H", "H", "C", "H", "H", "H", "C", "H", "H", "H", "C", "H", "H", "H", "H", "H", "C", "P", "C", "C", "O", "H", "H", "H", "H", "H", "H", "H", "H", "H"],
  "coordinates": [[-1.604705, 3.042055, -3.093518], [-1.234772, 1.899671, -2.407649], [0.162728, 1.612550, -2.208146], [1.115663, 2.472670, -2.756907], [0.713540, 3.606809, -3.484470], [-0.644083, 3.902003, -3.640522], [2.568869, 2.145199, -2.501349], [2.773841, 0.649346, -2.539665], [1.750928, -0.138198, -2.002639], [1.896449, -1.563651, -1.974817], [3.066307, -2.134776, -2.421962], [4.100415, -1.350944, -2.954853], [3.945084, 0.040965, -3.026747], [-2.670846, 3.259494, -3.226634], [1.473015, 4.263626, -3.916835], [-0.958789, 4.795567, -4.193535], [3.234544, 2.670742, -3.180016], [3.178377, -3.227000, -2.389357], [5.018469, -1.823550, -3.318959], [4.740804, 0.660246, -3.449134], [0.605255, 0.490831, -1.614812], [0.021009, 0.285175, 0.569531], [-2.285042, 0.935396, -1.856197], [-2.090941, -0.088817, -2.224801], [-3.286548, 1.246421, -2.163666], [0.714940, -2.416139, -1.503119], [-0.176420, -2.166936, -2.111238], [0.939495, -3.472308, -1.610593], [-2.220269, 0.870615, -0.024814], [0.196931, -2.228557, 0.237444], [1.396394, -2.983387, 1.280880], [1.094468, -2.913831, 2.342745], [1.464432, -4.030190, 0.984546], [2.377307, -2.494212, 1.175758], [-1.334817, -3.087581, 0.412621], [-1.116216, -4.152444, 0.314101], [-1.798021, -2.896482, 1.398401], [-2.059421, -2.790264, -0.364182], [-2.561486, 2.553716, 0.504362], [-3.445400, 2.938500, -0.019466], [-2.744411, 2.576160, 1.593782], [-1.705769, 3.218242, 0.290539], [-3.621805, -0.096976, 0.518238], [-3.572363, -0.263664, 1.610743], [-4.547010, 0.437945, 0.278143], [-3.636514, -1.084740, 0.031773], [2.820330, 2.490952, -1.465381], [1.773265, -0.241082, 0.718523], [1.482243, -0.221916, 3.868299], [-0.355877, -0.303409, 3.851140], [-1.136183, -1.940847, 4.129535], [-1.052637, 0.879922, 5.033691], [-0.831198, 0.219026, 2.496512], [1.874872, -0.533362, 4.844854], [1.821112, 0.820380, 3.674464], [1.947272, -0.867995, 3.087449], [-0.899531, -2.317344, 5.130178], [-2.242796, -1.855675, 4.043313], [-0.811213, -2.715296, 3.396375], [-0.677335, 1.903325, 4.824618], [-2.156075, 0.903037, 4.943238], [-0.789876, 0.611009, 6.060206]],
  "forces_ev_per_a": [[-0.04, 0.43, -0.15], [0.65, -0.63, 0.71], [-0.60, 1.47, -1.64], [-0.03, 1.28, -0.79], [-0.20, -0.36, 0.27], [0.08, 0.06, -0.05], [-0.22, -0.16, 0.82], [0.89, -0.50, -0.38], [1.22, -0.49, -1.16], [-0.95, 0.93, 0.64], [0.59, -0.30, -0.23], [-0.05, 0.39, 0.01], [-0.35, -0.35, 0.22], [0.40, -0.06, 0.01], [-0.24, -0.19, 0.13], [0.16, -0.44, 0.26], [0.02, 0.02, -0.10], [-0.04, 0.47, -0.03], [-0.41, 0.20, 0.16], [-0.24, -0.19, 0.13], [-2.06, -2.02, 2.50], [4.41, 1.28, -0.15], [0.14, 0.19, -0.31], [-0.11, 0.31, 0.14], [0.03, -0.04, -0.13], [0.23, 0.06, -0.23], [0.28, -0.16, 0.27], [0.09, -0.29, -0.42], [-3.69, 0.68, -2.12], [0.13, 1.62, -0.90], [0.75, -0.95, 0.76], [0.13, -0.16, -0.51], [0.26, -0.25, 0.32], [-0.47, -0.14, -0.15], [-0.95, -1.25, 0.14], [-0.52, -0.24, 0.02], [0.25, -0.11, -0.47], [0.39, -0.12, 0.24], [-0.15, 0.80, 0.47], [0.16, 0.05, 0.14], [0.04, -0.03, -0.45], [-0.37, -0.24, -0.03], [-0.86, -0.43, 0.44], [-0.02, 0.15, -0.49], [-0.02, -0.23, 0.07], [0.01, 0.40, 0.09], [-0.08, -0.13, -0.52], [1.59, -0.34, 0.70], [-0.01, -0.47, 0.26], [-0.34, 0.70, -0.20], [0.25, -0.26, -0.06], [0.10, 0.01, 0.36], [-0.20, -0.18, 0.63], [-0.09, 0.09, -0.12], [-0.50, -0.60, 0.12], [-0.58, 0.47, 0.43], [-0.03, 0.06, -0.09], [0.76, 0.26, 0.05], [-0.05, 0.76, 0.48], [-0.06, -0.69, 0.01], [0.58, -0.19, -0.07], [-0.06, 0.11, -0.02]],
  "mulliken_charge": [-0.81, 0.75, 0.29, 0.45, -0.89, -0.91, -1.14, 0.57, 0.31, 0.37, -0.66, -0.92, -0.95, 0.38, 0.41, 0.36, 0.51, 0.37, 0.37, 0.41, 0.31, -0.31, -0.99, 0.22, 0.61, -1.18, 0.30, 0.60, 1.25, 1.25, -1.38, 0.34, 0.49, 0.32, -1.37, 0.50, 0.28, 0.36, -1.40, 0.45, 0.35, 0.35, -1.20, 0.24, 0.46, 0.32, 0.21, -0.05, -1.01, 1.08, -1.05, -1.14, -0.56, 0.43, 0.34, 0.21, 0.43, 0.35, 0.22, 0.31, 0.34, 0.44],
  "s2": 0.751,
  "e_lumo_ev": [-2.6, -2.6],
  "charge": 1,
  "multiplicity": 2,
  "homo_ev": [-9.0031, -8.9996]
}